# 1
{
  "formula": "C2H7N3S",
  "method": "wB97M-V/def2-TZVPD",
  "species": ["C", "C", "H", "H", "H", "H", "H", "H", "H", "N", "N", "N", "S"],
  "coordinates": [[-1.536, 1.266, 0.333], [0.569, 0.820, -0.496], [-2.203, 1.200, 1.319], [-1.012, 2.283, 0.466], [-2.275, 1.227, -0.584], [-1.573, -0.914, -1.345], [0.215, 1.612, -1.064], [1.714, -0.374, 1.250], [3.204, -0.513, 0.483], [-0.499, 0.363, 0.277], [1.785, 0.573, -0.393], [2.228, -0.594, 0.368], [-1.054, -1.215, -0.082]],
  "mulliken_charge": [-0.923, -0.039, 0.203, 0.442, 0.281, 0.122, 0.572, 0.229, 0.245, -0.134, -0.369, -0.455, -0.174],
  "lumo_ev": 0.8,
  "homo_lumo_gap_ev": 9.87
}

# 2
{
  "formula": "C2H7N3S",
  "method": "wB97M-V/def2-TZVPD",
  "species": ["C", "C", "H", "H", "H", "H", "H", "H", "H", "N", "N", "N", "S"],
  "coordinates": [[-2.194, 0.185, 0.608], [1.213, 0.159, -0.414], [-2.130, -0.641, 1.308], [-1.665, 1.052, 1.029], [-3.259, 0.438, 0.339], [0.267, -1.674, -0.851], [2.123, -1.220, 0.684], [3.142, 0.064, 0.183], [0.268, 1.600, -0.831], [0.104, -0.703, -0.567], [2.344, -0.553, -0.023], [1.206, 1.425, -0.512], [-1.419, -0.132, -0.955]],
  "mulliken_charge": [-0.684, 0.550, 0.267, 0.233, 0.284, 0.279, 0.222, 0.267, 0.239, -0.318, -0.528, -0.682, -0.130],
  "lumo_ev": 0.8,
  "homo_lumo_gap_ev": 9.92
}

# 3
{
  "formula": "C2H7N3S2",
  "method": "wB97M-V/def2-TZVPD",
  "species": ["C", "C", "H", "H", "H", "H", "H", "H", "H", "N", "N", "N", "S", "S"],
  "coordinates": [[-2.556, -1.085, 0.101], [-0.128, 0.298, -0.095], [-2.355, -1.637, -0.849], [-1.929, -1.519, 0.842], [-3.615, -1.094, 0.427], [0.079, 2.179, -0.726], [1.681, 1.495, 1.329], [2.530, 1.557, -0.084], [1.765, -2.554, 0.112], [0.645, 1.387, -0.446], [1.685, 1.833, 0.369], [0.248, -0.898, 0.083], [-1.914, 0.598, -0.003], [1.908, -1.221, -0.068]],
  "mulliken_charge": [-0.745, 0.551, 0.256, 0.258, 0.319, 0.261, 0.265, 0.257, 0.153, -0.193, -0.644, -0.389, -0.133, -0.217],
  "lumo_ev": 0.8,
  "homo_lumo_gap_ev": 9.04
}

# 4
{
  "formula": "C2H7N4",
  "method": "wB97M-V/def2-TZVPD",
  "species": ["C", "C", "N", "N", "N", "N", "H", "H", "H", "H", "H", "H", "H"],
  "coordinates": [[1.209, 0.270, 0.210], [-1.185, 0.500, -0.203], [-3.370, -0.089, 0.168], [-2.222, -0.511, 0.029], [2.304, -0.485, 0.052], [0.084, -0.234, -0.232], [1.301, 1.237, 0.696], [-1.170, 1.185, 0.624], [-1.554, 1.038, -1.257], [-4.172, -0.662, 0.190], [3.241, -0.047, 0.315], [2.410, -1.438, -0.163], [0.107, -1.046, -0.727]],
  "mulliken_charge": [0.334, -0.276, -0.507, -0.006, -0.335, -0.130, 0.314, 0.287, 0.317, 0.265, 0.277, 0.227, 0.234],
  "lumo_ev": -4.2,
  "total_charge": 1,
  "homo_lumo_gap_ev": 8.62
}

# 5
{
  "formula": "C2H7N4",
  "method": "wB97M-V/def2-TZVPD",
  "species": ["C", "C", "N", "N", "N", "N", "H", "H", "H", "H", "H", "H", "H"],
  "coordinates": [[0.583, -1.127, 0.108], [0.616, 0.076, 0.630], [-2.427, -0.096, 0.551], [-1.859, -0.520, -0.648], [-1.485, 0.616, 0.228], [1.008, 1.140, -0.303], [0.313, -1.940, 0.709], [0.850, -1.196, -0.930], [-1.155, -1.290, -0.661], [0.358, 0.189, 1.747], [1.849, 1.587, 0.032], [0.265, 1.869, -0.207], [1.084, 0.692, -1.257]],
  "mulliken_charge": [-1.421, 0.274, -0.198, -0.210, 0.150, -0.212, 0.437, 0.382, 0.341, 0.373, 0.343, 0.385, 0.356],
  "lumo_ev": -4.4,
  "total_charge": 1,
  "homo_lumo_gap_ev": 10.03
}

# 6
{
  "formula": "C2H7N4",
  "method": "wB97M-V/def2-TZVPD",
  "species": ["C", "C", "N", "N", "N", "N", "H", "H", "H", "H", "H", "H", "H"],
  "coordinates": [[-0.244, -0.025, -1.133], [-0.681, -1.670, 0.226], [-0.002, -0.118, 0.202], [0.176, 1.241, -1.337], [0.803, 1.683, -0.131], [0.611, 0.759, 0.788], [0.289, -0.852, -1.681], [-1.353, -0.175, -1.551], [-1.375, -1.791, -0.787], [-1.555, -1.777, 1.001], [0.182, -2.389, 0.267], [-0.231, 2.058, -1.919], [1.340, 2.598, 0.005]],
  "mulliken_charge": [-0.651, -0.552, 0.492, -0.167, 0.107, -0.427, 0.334, 0.272, 0.258, 0.330, 0.341, 0.357, 0.304],
  "lumo_ev": -4.2,
  "total_charge": 1,
  "homo_lumo_gap_ev": 9.20
}

# 7
{
  "formula": "C2H7N4O",
  "method": "wB97M-V/def2-TZVPD",
  "species": ["C", "C", "N", "N", "N", "N", "O", "H", "H", "H", "H", "H", "H", "H"],
  "coordinates": [[-1.014, -0.668, 0.031], [1.623, 0.342, 0.407], [0.156, -1.371, 0.179], [-0.933, 0.664, -0.447], [-1.770, 1.544, -0.114], [1.300, -0.689, -0.462], [-2.046, -1.222, 0.302], [1.779, 1.316, 0.040], [1.815, 0.219, 1.443], [0.111, -2.430, 0.209], [-2.359, 1.633, 0.691], [-1.650, 2.497, -0.476], [0.991, -0.430, -1.342], [1.997, -1.407, -0.463]],
  "mulliken_charge": [0.514, -0.525, -0.266, -0.057, -0.408, 0.062, -0.498, 0.357, 0.351, 0.316, 0.237, 0.277, 0.321, 0.319],
  "lumo_ev": [-5.3, -4.5],
  "total_charge": 1,
  "homo_lumo_gap_ev": [7.31, 9.71]
}

# 8
{
  "formula": "C2H7N4O",
  "method": "wB97M-V/def2-TZVPD",
  "species": ["C", "C", "N", "N", "N", "N", "O", "H", "H", "H", "H", "H", "H", "H"],
  "coordinates": [[-0.156, 1.227, -0.822], [-0.765, 1.375, 0.637], [-0.543, 1.984, -1.739], [0.795, 0.235, -0.863], [0.042, -1.969, 0.500], [0.385, -0.765, 0.648], [-0.711, 0.004, 1.105], [0.031, 2.045, 1.104], [-1.807, 1.607, 0.680], [-0.324, 1.739, -2.680], [0.635, -0.431, -1.660], [0.426, -2.892, 0.663], [-0.826, -2.143, -0.036], [1.159, -0.553, 1.216]],
  "mulliken_charge": [0.445, -0.287, -0.514, -0.331, -0.572, 0.475, -0.277, 0.255, 0.335, 0.240, 0.334, 0.275, 0.293, 0.329],
  "lumo_ev": [-5.3, -5.3],
  "total_charge": 1,
  "homo_lumo_gap_ev": [8.74, 8.74]
}

# 9
{
  "formula": "C2H7N4O",
  "method": "wB97M-V/def2-TZVPD",
  "species": ["C", "C", "N", "N", "N", "N", "O", "H", "H", "H", "H", "H", "H", "H"],
  "coordinates": [[-0.178, 0.507, 0.012], [-1.848, -1.399, 0.112], [3.257, -0.231, 0.128], [2.043, -0.454, -0.007], [-0.931, 1.617, -0.024], [1.324, 0.646, -0.204], [-0.568, -0.683, 0.032], [-2.401, -1.059, -0.754], [-2.390, -0.996, 0.954], [-1.473, -2.384, 0.192], [3.732, -1.061, 0.150], [-0.400, 2.376, -0.146], [-1.972, 1.582, -0.221], [1.806, 1.540, -0.225]],
  "mulliken_charge": [0.727, -0.658, -0.664, 0.168, -0.309, 0.003, -0.305, 0.332, 0.354, 0.283, 0.274, 0.218, 0.279, 0.299],
  "lumo_ev": -4.0,
  "total_charge": 1,
  "homo_lumo_gap_ev": 9.98
}

# 10
{
  "formula": "C2H7N4OS",
  "method": "wB97M-V/def2-TZVPD",
  "species": ["C", "C", "N", "N", "N", "N", "O", "S", "H", "H", "H", "H", "H", "H", "H"],
  "coordinates": [[0.938, 0.529, 0.082], [-2.645, -0.262, -0.122], [0.228, 1.572, -0.419], [-2.239, -1.065, -0.879], [0.386, -0.717, -0.020], [2.198, 0.708, 0.532], [1.033, -1.540, 0.843], [-3.195, 1.012, 0.585], [-0.767, 1.333, -0.710], [0.618, 2.435, -0.838], [-0.501, -1.001, -0.231], [-2.391, -2.009, -0.922], [2.797, 1.566, 0.692], [2.625, -0.179, 0.851], [0.914, -2.381, 0.556]],
  "mulliken_charge": [0.472, 0.387, -0.276, -0.450, 0.122, -0.366, -0.462, -0.243, 0.103, 0.271, 0.310, 0.287, 0.265, 0.248, 0.331],
  "lumo_ev": -3.1,
  "total_charge": 1,
  "homo_lumo_gap_ev": 10.50
}